# 1
ORCA calculation (ωB97M-V/def2-TZVPD) on C36H48BrCl3GeInN6O4S2 as an isolated structure at a distorted geometry.

CARTESIAN COORDINATES (ANGSTROEM)
1 In -1.81 0.38 -1.43
2 C -1.17 4.47 -3.19
3 C -1.67 3.06 -3.05
4 N -1.95 2.56 -1.88
5 N -2.10 3.43 -0.82
6 C -2.55 2.90 0.24
7 S -2.97 1.21 0.55
8 S -2.86 3.93 1.65
9 C -3.66 5.37 0.89
10 C -2.84 6.23 -0.04
11 C -1.57 6.66 0.31
12 C -0.86 7.52 -0.52
13 C -1.43 7.98 -1.70
14 C -2.70 7.55 -2.06
15 C -3.40 6.67 -1.23
16 C -1.92 2.25 -4.23
17 C -1.46 2.67 -5.49
18 C -1.72 1.98 -6.64
19 C -2.49 0.81 -6.57
20 C -2.98 0.37 -5.36
21 C -2.73 1.06 -4.16
22 O -3.28 0.64 -3.05
23 H -0.26 4.48 -3.78
24 H -1.92 5.09 -3.69
25 H -0.98 4.89 -2.21
26 H -4.56 5.01 0.39
27 H -3.97 5.96 1.76
28 H -1.12 6.30 1.23
29 H 0.13 7.84 -0.24
30 H -0.89 8.67 -2.34
31 H -3.15 7.89 -2.99
32 H -4.39 6.34 -1.52
33 H -0.85 3.57 -5.54
34 H -1.34 2.33 -7.59
35 H -2.70 0.25 -7.47
36 H -3.59 -0.52 -5.30
37 N -2.30 -1.75 -2.14
38 C -1.04 -2.30 -2.66
39 C -1.25 -3.58 -3.47
40 C -2.28 -4.59 -2.92
41 C -1.97 -5.34 -1.62
42 N -1.62 -4.44 -0.51
43 C -1.88 -4.69 0.90
44 N -2.19 -5.95 1.43
45 N -0.84 -4.07 1.55
46 C -0.36 -1.14 -3.46
47 O 0.06 -1.34 -4.58
48 O -0.28 0.00 -2.82
49 H -2.69 -2.39 -1.45
50 H -2.96 -1.60 -2.89
51 H -0.35 -2.45 -1.83
52 H -0.29 -4.08 -3.61
53 H -1.59 -3.26 -4.46
54 H -2.40 -5.38 -3.68
55 H -3.25 -4.10 -2.83
56 H -1.13 -6.02 -1.80
57 H -2.83 -5.94 -1.34
58 H -0.62 -4.28 -0.56
59 H -2.92 -6.42 0.91
60 H -1.36 -6.53 1.44
61 H 0.95 -2.13 1.23
62 H -0.50 -2.30 2.72
63 C 5.66 0.23 4.83
64 C 4.17 0.59 4.82
65 C 3.46 -0.10 5.99
66 C 4.04 2.10 4.98
67 C 3.52 0.10 3.52
68 C 2.72 0.91 2.74
69 C 2.12 0.37 1.61
70 Br 1.00 1.45 0.47
71 C 2.25 -0.97 1.23
72 O 1.48 -1.34 0.17
73 C 3.04 -1.84 2.06
74 C 3.66 -1.25 3.15
75 C 3.11 -3.47 1.94
76 C 1.68 -3.89 1.52
77 C 3.32 -4.11 3.32
78 C 4.13 -3.91 0.92
79 H 6.12 0.59 5.75
80 H 6.17 0.71 3.99
81 H 5.83 -0.84 4.76
82 H 3.86 0.27 6.94
83 H 3.61 -1.18 5.97
84 H 2.39 0.10 5.97
85 H 4.54 2.41 5.90
86 H 2.99 2.41 5.07
87 H 4.49 2.64 4.15
88 H 2.54 1.95 2.98
89 H 4.25 -1.88 3.79
90 H 0.50 -3.39 3.48
91 H 1.54 -4.84 1.12
92 H 1.20 -2.11 2.66
93 H 2.49 -3.86 3.98
94 H 4.26 -3.82 3.80
95 H 3.32 -5.19 3.19
96 H 4.00 -3.36 -0.01
97 H 4.01 -4.97 0.71
98 H 5.14 -3.73 1.31
99 Cl -1.17 -0.55 2.73
100 Ge -0.79 -1.51 0.67
101 Cl 0.28 -3.09 1.91
102 Cl -3.32 -3.37 1.41

Results
frontier orbital gap (spin up / spin down): 0.22813 / 0.20211 Ha
DFT total energy: -246193.146 eV
relative energy (zero: lowest compared OMol25 entry of this formula, charge and spin): 2504.58 kJ/mol
net charge: 0
<S²>: 0.76
multiplicity: 2

# 2
ORCA calculation (ωB97M-V/def2-TZVPD) on C36H48HfN9OPS4Si2 as an isolated structure.

CARTESIAN COORDINATES (ANGSTROEM)
1 Hf 0.04 1.58 0.03
2 C 2.20 3.15 3.89
3 Si 1.66 1.51 3.15
4 C -0.04 1.18 3.88
5 C 2.86 0.22 3.87
6 N 1.68 1.40 1.41
7 C 2.93 1.39 0.78
8 C 4.14 1.57 1.46
9 C 5.38 1.35 0.87
10 C 5.42 0.93 -0.45
11 C 4.22 0.85 -1.16
12 C 2.98 1.19 -0.62
13 N 1.77 1.30 -1.36
14 Si 1.84 1.60 -3.10
15 C 1.51 3.39 -3.58
16 C 3.50 1.35 -4.01
17 C 0.77 0.49 -4.16
18 H 2.21 3.04 4.98
19 H 1.50 3.95 3.64
20 H 3.20 3.47 3.58
21 H 0.06 0.48 4.71
22 H -0.75 0.77 3.16
23 H -0.47 2.11 4.27
24 H 2.38 -0.38 4.64
25 H 3.72 0.71 4.34
26 H 3.26 -0.45 3.11
27 H 4.12 1.86 2.50
28 H 6.29 1.48 1.45
29 H 6.35 0.68 -0.93
30 H 4.28 0.52 -2.18
31 H 1.70 4.08 -2.76
32 H 0.48 3.56 -3.90
33 H 2.17 3.65 -4.42
34 H 4.32 1.98 -3.65
35 H 3.27 1.66 -5.04
36 H 3.85 0.31 -4.05
37 H -0.28 0.48 -3.92
38 H 1.15 -0.54 -4.12
39 H 0.89 0.84 -5.20
40 S -1.15 3.25 -1.68
41 C -2.19 2.37 -2.75
42 C -2.94 3.07 -3.71
43 C -3.81 2.44 -4.57
44 C -4.55 3.22 -5.53
45 N -5.14 3.84 -6.30
46 C -3.97 1.04 -4.51
47 C -3.22 0.34 -3.57
48 C -2.34 0.97 -2.69
49 S -1.43 0.00 -1.57
50 C -4.86 0.34 -5.38
51 N -5.57 -0.25 -6.07
52 H -2.83 4.15 -3.77
53 H -3.33 -0.74 -3.52
54 S 0.16 4.08 1.08
55 C -1.27 4.23 2.06
56 C -1.33 5.43 2.86
57 N -1.37 6.38 3.51
58 C -2.27 3.32 2.15
59 S -2.32 1.82 1.27
60 C -3.38 3.57 3.03
61 N -4.27 3.74 3.74
62 O -0.32 -0.55 1.03
63 P -0.65 -2.01 0.97
64 N 0.05 -2.69 -0.36
65 C -0.71 -3.38 -1.42
66 C 0.10 -3.13 -2.70
67 C 1.51 -2.86 -2.19
68 C 1.24 -2.03 -0.94
69 N -2.25 -2.36 1.08
70 C -3.38 -1.45 0.85
71 C -4.36 -2.33 0.08
72 C -4.21 -3.68 0.78
73 C -2.71 -3.76 1.12
74 N -0.08 -2.87 2.27
75 C 1.37 -3.10 2.41
76 C 1.49 -3.66 3.82
77 C 0.46 -2.84 4.59
78 C -0.68 -2.62 3.59
79 H -1.72 -2.98 -1.51
80 H -0.78 -4.45 -1.21
81 H -0.29 -2.24 -3.20
82 H 0.04 -3.97 -3.39
83 H 2.14 -2.33 -2.91
84 H 2.01 -3.79 -1.92
85 H 1.03 -0.99 -1.22
86 H 2.07 -2.02 -0.24
87 H -3.07 -0.57 0.30
88 H -3.80 -1.13 1.80
89 H -4.06 -2.39 -0.97
90 H -5.38 -1.95 0.12
91 H -4.53 -4.53 0.18
92 H -4.79 -3.68 1.70
93 H -2.17 -4.37 0.39
94 H -2.53 -4.21 2.10
95 H 1.93 -2.16 2.33
96 H 1.72 -3.78 1.64
97 H 2.50 -3.57 4.22
98 H 1.22 -4.72 3.82
99 H 0.89 -1.88 4.87
100 H 0.11 -3.33 5.50
101 H -1.10 -1.62 3.67
102 H -1.49 -3.34 3.76

Results
frontier orbital gap: 0.21101 Ha
DFT total energy: -123274.487 eV
net charge: -2

Q: What is the DFT total energy in the second record?
A: -123274.487 eV

Q: Look up the net charge of the second one.
A: -2